28
Properties=species:S:1:pos:R:3 method="wB97M-V/def2-TZVPD" total_charge=-1 e_above_lowest_ev=2.2181 gap_ev=7.69 e_homo_ev=-4.444 lumo_energy_ev=3.2 energy_ha=-3093.2897 spin_multiplicity=1
C 3.429 -1.990 -2.646
O -2.713 4.179 2.762
H -0.765 -2.639 -1.041
H 0.889 -3.341 -0.930
H -2.430 2.474 1.491
H 1.685 -0.729 -1.042
N -0.221 -0.137 -1.575
H 0.264 -2.218 0.279
H -2.594 2.308 4.718
C 1.152 -1.398 -3.016
Br 0.661 0.505 1.764
C 0.278 -2.389 -0.769
H 0.351 -1.787 -3.546
O 2.120 -2.412 -3.062
H 3.638 -1.018 -3.074
H -1.075 2.939 2.531
H 1.404 -0.479 -3.576
C 0.835 -1.134 -1.542
H -0.377 0.018 -0.568
C -2.207 2.872 2.502
H 0.166 0.607 -2.067
O -2.321 0.822 3.581
H -1.403 0.859 3.589
H -3.780 1.839 3.565
H 3.629 -1.887 -1.641
C -2.728 1.996 3.624
H 4.127 -2.722 -3.004
H -2.011 4.871 2.700